DFT (wB97M-V/def2-TZVPD) results for a cluster of 2 separate species, C3H5NO4 in total in a non-equilibrium geometry.

Its LUMO energy is -0.16 eV. As for the multiplicity: 1. The SMILES is NC(=O)C(=O)C=O.O. The total charge is 0. The calculation puts the relative energy (zero: lowest compared OMol25 entry of this formula, charge and spin) at 210.56 kJ/mol. The calculation puts the gap between HOMO and LUMO at 9.29 eV. The largest force on an atom is 3.0 eV Å⁻¹.

Positions of all 13 atoms, in Å:
N  0.64  -0.13  1.35
C  -0.45  0.29  0.71
O  -0.89  1.41  0.86
C  -1.22  -0.80  -0.11
O  -1.08  -1.95  0.17
C  -2.17  -0.16  -0.99
O  -2.10  0.05  -2.16
H  1.01  -1.03  1.24
H  1.14  0.47  2.11
H  -2.84  0.36  -0.25
O  2.33  0.61  -0.75
H  2.81  -0.21  -0.76
H  2.82  1.08  -1.41